The following is a quantum chemistry calculation of a molecular structure, C32H85N5O11 at a distorted geometry, from the Open Molecules 2025 dataset.

Element x y z (Å)
1 C -0.69003 -0.35260 -2.59295
2 C -1.77043 0.38050 -3.26225
3 C -2.88803 -0.63137 -3.70276
4 O -2.26718 -1.65122 -4.57025
5 C -3.20257 -2.48106 -5.20437
6 N -2.37161 1.39183 -2.49195
7 H 0.15614 0.30188 -2.38376
8 H -0.26635 -1.14384 -3.21143
9 H -1.00524 -0.72918 -1.61985
10 H -1.25985 0.79010 -4.13382
11 H -3.70096 -0.12576 -4.22390
12 H -3.44279 -1.18908 -2.94824
13 H -2.57346 -3.29544 -5.56368
14 H -3.60111 -2.05184 -6.12363
15 H -3.98552 -2.89104 -4.56640
16 H -2.88973 2.05287 -3.05291
17 H -1.66837 1.91744 -1.99266
18 C 1.01202 -2.95689 3.96894
19 C -0.23945 -2.15517 3.38941
20 C -1.51305 -3.02742 3.16240
21 O -1.13286 -4.04612 2.27569
22 C -2.28980 -4.78912 1.83296
23 N -0.34723 -1.13993 4.42494
24 H 1.40705 -3.83726 3.46199
25 H 0.66387 -3.38403 4.90939
26 H 1.85751 -2.29495 4.15624
27 H -0.00348 -1.71878 2.41886
28 H -2.33512 -2.45031 2.73901
29 H -1.92406 -3.50244 4.05319
30 H -2.90148 -5.20824 2.63189
31 H -1.80196 -5.58889 1.27577
32 H -3.13379 -4.31255 1.33429
33 H -0.49586 -1.56773 5.32771
34 H -1.30308 -0.81444 4.40249
35 C 1.69927 0.48916 4.65992
36 C 1.07020 0.62014 3.31633
37 O 1.07175 -0.67780 2.74029
38 H 1.63547 1.39924 5.25639
39 H 2.74984 0.23935 4.51165
40 H 1.41894 -0.36808 5.27201
41 H 1.52634 1.38106 2.68306
42 H 0.02523 0.92614 3.36644
43 H 0.47986 -1.19046 3.29567
44 C 3.83056 0.73619 -1.95812
45 C 2.62228 1.25063 -1.25006
46 O 2.31038 2.54488 -1.78487
47 H 4.11177 -0.25391 -1.59934
48 H 4.71048 1.37732 -1.90538
49 H 3.61326 0.45845 -2.98950
50 H 2.70789 1.40973 -0.17514
51 H 1.87560 0.46040 -1.32820
52 H 1.64156 2.61911 -2.46953
53 C 0.59191 -0.29814 0.78198
54 C -0.83001 -0.60206 0.28427
55 O -1.20206 0.61775 -0.28132
56 H 0.50806 0.45932 1.56129
57 H 1.25549 0.12174 0.02603
58 H 1.26093 -1.07399 1.15425
59 H -1.51592 -0.91721 1.07059
60 H -0.87226 -1.52802 -0.28924
61 H -1.79484 0.34370 -0.98496
62 C -4.22515 3.56351 1.17407
63 O -3.24693 3.52500 0.15293
64 C -2.38596 2.38022 0.17238
65 C -1.01072 2.43510 0.92041
66 N -1.11570 3.02854 2.30539
67 C -1.54585 2.03101 3.29499
68 C -1.45298 2.62734 4.68785
69 O -2.55168 3.54096 4.77301
70 C -2.64132 4.06316 6.06092
71 H -4.64747 4.56833 1.18304
72 H -3.90942 3.36903 2.19906
73 H -4.96950 2.81383 0.90571
74 H -2.30343 2.05228 -0.86384
75 H -3.02194 1.54805 0.47425
76 H -0.42284 3.05007 0.23901
77 H -0.54712 1.45013 0.97523
78 H -1.90375 3.65917 2.26851
79 H -0.92908 1.14073 3.17213
80 H -2.59333 1.78184 3.12529
81 H -0.49637 3.10386 4.90215
82 H -1.41670 1.80912 5.40709
83 H -3.51706 4.69993 6.18621
84 H -1.81239 4.76652 6.14007
85 H -2.50311 3.36037 6.88255
86 C 4.31658 -8.00643 -4.30681
87 O 3.70549 -7.06450 -3.49444
88 C 4.52530 -5.92049 -3.33776
89 C 3.89710 -5.01092 -2.22979
90 N 2.55401 -4.60146 -2.61215
91 C 2.05729 -3.55971 -1.81713
92 C 1.57426 -4.12585 -0.43410
93 O 0.82850 -3.09853 0.32299
94 C 1.03830 -3.21480 1.76352
95 H 3.78302 -7.88910 -5.25003
96 H 4.20312 -9.00881 -3.89395
97 H 5.36486 -7.75224 -4.46364
98 H 4.51132 -5.21223 -4.16617
99 H 5.58155 -6.03341 -3.09343
100 H 4.53203 -4.12820 -2.30579
101 H 3.98612 -5.47495 -1.24753
102 H 2.29386 -4.66607 -3.58593
103 H 1.12816 -3.21854 -2.27367
104 H 2.70370 -2.68590 -1.73522
105 H 2.51922 -4.19623 0.10460
106 H 1.02899 -5.06943 -0.41291
107 H 2.10363 -3.23943 1.99279
108 H 0.58641 -4.10210 2.20690
109 H 0.72511 -2.30562 2.27675
110 C -1.49340 7.51426 0.01954
111 O -0.59597 6.82252 -0.79964
112 C -0.70881 5.40453 -0.50245
113 C 0.63387 4.63715 -0.77066
114 N 0.65795 3.17322 -0.67524
115 C -0.31806 2.50554 -1.55275
116 C -0.09456 2.71670 -3.06228
117 O 1.12326 2.01613 -3.30482
118 C 1.78272 2.36062 -4.52792
119 H -1.45467 8.56983 -0.24946
120 H -1.14340 7.57163 1.05023
121 H -2.52183 7.16237 -0.06174
122 H -1.53377 5.15890 -1.17120
123 H -0.98221 5.05719 0.49389
124 H 1.16614 4.80001 0.16649
125 H 1.17457 5.03998 -1.62709
126 H 1.58052 3.06960 -1.07302
127 H -1.34366 2.79732 -1.32669
128 H -0.22778 1.43273 -1.38236
129 H -0.05540 3.75630 -3.38753
130 H -0.88008 2.19826 -3.61209
131 H 1.24011 2.44299 -5.46966
132 H 2.64689 1.70475 -4.63350
133 H 2.37497 3.26209 -4.37079

Forces on atoms 1 to 3 (eV/Å):
C 1.5812 -1.1211 0.7209
C -1.4782 -2.1418 -2.1590
C 0.9508 -0.6928 -1.5001

Summary:
Energy relative to the best compared isomer or geometry (same formula, charge and spin), eV: 32.274
Spin multiplicity: 1
Largest force on an atom, Eh/bohr: 0.2104
Kohn-Sham gap, hartree: 0.247
Total charge: 0

These are the Löwdin partial charges, in e, on atoms 1 to 2:
1 C -0.04
2 C -0.41